Entry 1:
The following is a DFT calculation (wB97M-V/def2-TZVPD) of a structure of composition C48H37CuN2OP2.

Summary:
**Frontier orbital gap (alpha / beta)**: 7.37 / 6.17 eV
**Total charge**: +1
**Lowest unoccupied orbital energy (alpha / beta)**: -3.30 / -4.47 eV
**Highest occupied orbital energy (alpha / beta)**: -10.67 / -10.64 eV
**Spin multiplicity**: 2
**Total energy**: -4358.8959 Ha

Element x y z (Å)
Cu -0.3438 0.7499 -0.0746
O 2.1354 -0.3389 1.7810
C 3.0054 0.5111 1.0649
C 3.9212 1.3867 1.5958
C 5.1206 1.5143 0.8330
C 5.2002 1.1723 -0.5069
C 4.1062 0.5113 -1.1230
C 2.9615 0.2434 -0.3244
P 1.4607 -0.3711 -0.9838
C 1.7185 -2.1868 -0.7451
C 2.7606 -2.7365 -1.4409
C 3.0292 -4.1216 -1.3087
C 2.5316 -4.8907 -0.2571
C 1.5633 -4.2545 0.5902
C 1.1091 -2.9648 0.3586
C 1.5060 -0.0298 -2.8123
C 1.2166 -1.0688 -3.7278
C 1.3285 -0.8837 -5.1084
C 1.4127 0.4282 -5.5936
C 1.6563 1.4391 -4.7144
C 1.7851 1.2869 -3.3148
C 1.7950 -0.0879 3.1559
C 2.7115 -0.1131 4.1524
C 2.2909 -0.0497 5.5369
C 0.9347 -0.0925 5.7874
C -0.0224 -0.1398 4.7690
C 0.4157 -0.0464 3.4627
P -0.7569 0.2460 2.1274
C -1.7833 1.5745 2.8292
C -2.9042 1.3248 3.7264
C -3.4347 2.4437 4.3484
C -3.1193 3.7488 3.9564
C -2.0598 3.9572 3.0864
C -1.3583 2.8564 2.5505
C -1.9141 -1.0867 2.1335
C -3.0034 -0.9392 1.2804
C -3.8022 -1.9988 0.9145
C -3.5769 -3.2471 1.4754
C -2.4501 -3.4712 2.3069
C -1.6562 -2.3835 2.6436
H 3.8484 1.5824 2.6449
H 5.9847 1.9522 1.3497
H 6.0945 1.2530 -1.0596
H 4.1859 0.1543 -2.1321
H 3.2766 -2.2362 -2.2803
H 3.9217 -4.5827 -1.8314
H 2.7751 -5.9991 -0.2024
H 1.2352 -4.7566 1.5510
H 0.2684 -2.5574 0.9161
H 0.9986 -2.0737 -3.3944
H 1.1909 -1.7521 -5.7238
H 1.2632 0.6423 -6.6370
H 1.6815 2.4586 -5.1234
H 2.1168 2.1154 -2.6611
H 3.7873 -0.2131 3.8625
H 3.0093 -0.0828 6.3584
H 0.5462 0.0127 6.7904
H -1.0605 -0.4180 4.9075
H -3.4077 0.3277 3.6967
H -4.2470 2.3342 5.0538
H -3.7373 4.5425 4.2253
H -1.7622 4.9895 2.8490
H -0.5369 3.0366 1.8595
H -3.2727 -0.0259 0.7984
H -4.6004 -1.9293 0.1619
H -4.3512 -3.9946 1.2800
H -2.1566 -4.4737 2.5852
H -0.8342 -2.5247 3.3929
C -2.9226 -2.6526 -4.4128
C -3.3451 -1.3043 -4.6899
C -3.0772 -0.3254 -3.7574
C -2.2503 -0.6233 -2.6767
C -1.9396 -1.9081 -2.3306
C -2.2513 -2.9434 -3.2370
N -1.7755 0.4810 -1.9063
N -1.9608 1.6264 -2.4359
C -1.3763 2.6633 -1.8403
C -1.9363 3.9045 -2.1854
C -1.3280 5.0251 -1.6975
C -0.2865 4.9007 -0.8118
C 0.2030 3.6466 -0.4293
C -0.4752 2.4882 -0.7693
H -3.2087 -3.4446 -5.1438
H -3.8985 -1.1150 -5.5608
H -3.4981 0.6508 -3.8878
H -1.5011 -2.1717 -1.3646
H -1.8759 -3.9384 -3.0742
H -2.6356 3.8997 -3.0171
H -1.6994 5.9579 -2.0763
H 0.1933 5.8139 -0.5255
H 1.1373 3.6953 0.1617

---

Entry 2:
The following is a DFT calculation (wB97M-V/def2-TZVPD) of a cluster of 6 separate species, C47H84O15 in total.

Summary:
**SMILES**: CCCCCCCCCCCCCCCC[C@H](OCCCC(=O)O)[C@@H](COCCC)OC.O=C1CCCO1.O=C1CCCO1.O=C1CCCO1.O=C1CCCO1.O=C1CCCO1
**Frontier orbital gap**: 9.26 eV
**Lowest unoccupied orbital energy**: 0.38 eV
**Highest occupied orbital energy**: -8.89 eV
**Total energy**: -2969.8528 Ha

Element x y z (Å)
C -5.4981 -4.5778 -1.3407
C -5.3628 -4.4293 -2.8730
C -5.6357 -2.9932 -3.3701
C -4.9773 -1.8804 -2.5437
C -3.4637 -2.0473 -2.3416
C -2.6226 -1.8138 -3.6119
C -2.3556 -0.3297 -3.9361
C -1.8041 0.4707 -2.7467
C -0.7401 1.5184 -3.1646
C 0.6832 1.0853 -2.8083
C 0.9844 1.1101 -1.2964
C 1.7552 2.3547 -0.8104
C 1.3439 2.8492 0.5803
C 2.0185 2.0939 1.7529
C 1.3512 2.5907 3.0764
C 0.7285 1.5090 3.9631
C -0.6263 0.9150 3.5121
O -0.7793 0.7906 2.1025
C -1.0037 -0.5476 1.6908
C 0.2684 -1.3358 1.3361
C 1.0577 -1.9063 2.5515
C 2.4898 -1.4149 2.5618
O 3.1236 -1.3236 1.5844
O 3.0786 -1.1097 3.7658
C -1.8430 1.5791 4.1960
C -2.0590 3.0615 3.8638
O -1.8535 3.4138 2.5077
C -2.1088 4.8039 2.3411
C -0.8294 5.6267 2.1475
C -1.1493 7.1176 1.8484
O -2.9971 0.7631 4.0631
C -3.7866 1.0522 2.9186
H -6.2154 -3.8333 -0.9805
H -4.5517 -4.3821 -0.8310
H -5.8503 -5.5654 -1.0382
H -4.3604 -4.7367 -3.1862
H -6.0978 -5.0985 -3.3272
H -6.7250 -2.8800 -3.4164
H -5.2965 -2.8875 -4.4082
H -5.4423 -1.8799 -1.5505
H -5.2020 -0.9009 -2.9813
H -3.1336 -1.4059 -1.5186
H -3.2748 -3.0745 -2.0099
H -1.6576 -2.3195 -3.4740
H -3.1208 -2.3304 -4.4405
H -3.2896 0.0814 -4.3352
H -1.6447 -0.3170 -4.7607
H -2.6273 1.0409 -2.3045
H -1.3903 -0.2269 -2.0100
H -0.7897 1.5895 -4.2581
H -0.9741 2.5157 -2.7783
H 0.7735 0.0358 -3.1254
H 1.4588 1.6163 -3.3700
H 0.0660 0.9239 -0.7295
H 1.6288 0.2436 -1.1010
H 1.5307 3.1652 -1.5174
H 2.8222 2.1257 -0.8715
H 1.6868 3.8904 0.6710
H 0.2650 2.8491 0.7514
H 1.8447 1.0243 1.6426
H 3.0925 2.2919 1.7815
H 0.6858 3.4189 2.8396
H 2.1655 3.0181 3.6659
H 0.5401 1.9493 4.9530
H 1.4186 0.6863 4.1440
H -0.6367 -0.1074 3.9112
H -1.5812 -0.4872 0.7568
H -1.6509 -1.1054 2.3799
H 0.9629 -0.7689 0.7244
H -0.0677 -2.1785 0.7225
H 0.5708 -1.7880 3.5185
H 1.1490 -2.9886 2.3954
H 3.3917 -0.1862 3.6986
H -1.5857 1.5536 5.2621
H -1.3834 3.6653 4.4935
H -3.0796 3.3149 4.1935
H -2.5911 5.2320 3.2328
H -2.7998 4.9931 1.5108
H -0.2759 5.5979 3.0952
H -0.1839 5.1467 1.4100
H -2.2241 7.1971 1.6706
H -0.8389 7.7374 2.6858
H -0.5866 7.4125 0.9617
H -4.4682 0.2216 2.7280
H -4.4331 1.9225 3.1089
H -3.2053 1.2726 2.0203
O -1.5345 0.2870 -6.9766
C -1.2117 -0.6928 -7.5827
C -1.5266 -1.0137 -9.0301
C -1.2215 -2.5063 -9.1044
C -0.1438 -2.6635 -8.0450
O -0.4515 -1.6796 -7.0435
H -0.8668 -0.4278 -9.6719
H -2.5667 -0.7963 -9.2574
H -0.9083 -2.8467 -10.0898
H -2.1067 -3.0768 -8.8189
H 0.8567 -2.4594 -8.4364
H -0.1534 -3.6554 -7.5967
O -2.6045 8.8104 4.3892
C -2.5309 7.9896 5.2545
C -3.6776 7.4165 6.0635
C -2.9529 6.7539 7.2300
C -1.6180 6.3810 6.6055
O -1.3632 7.3977 5.6225
H -4.2131 6.6904 5.4494
H -4.3504 8.2037 6.3924
H -3.4818 5.9017 7.6539
H -2.7980 7.4834 8.0272
H -1.6513 5.4118 6.1013
H -0.8079 6.3711 7.3319
O 5.3207 -6.9804 0.6577
C 5.4613 -5.8029 0.8235
C 6.6713 -5.1118 1.4223
C 6.1281 -3.7224 1.7391
C 5.0480 -3.5525 0.6845
O 4.5403 -4.8823 0.4508
H 7.4643 -5.0800 0.6735
H 7.0124 -5.6323 2.3134
H 6.8807 -2.9359 1.7131
H 5.6770 -3.7227 2.7338
H 5.4441 -3.1617 -0.2561
H 4.2400 -2.9070 1.0209
O 3.8969 1.8268 4.6668
C 4.3379 1.5925 5.7588
C 5.7979 1.4521 6.1349
C 5.7153 0.7818 7.5015
C 4.3816 1.2891 8.0231
O 3.5592 1.4553 6.8544
H 6.2436 2.4465 6.1917
H 6.3280 0.8407 5.4095
H 6.5507 1.0129 8.1601
H 5.6763 -0.3017 7.3764
H 4.4706 2.2558 8.5237
H 3.9056 0.5848 8.7016
O -0.3120 -6.3326 -9.9928
C 0.6443 -6.4588 -9.2866
C 2.0676 -6.7094 -9.7441
C 2.7471 -7.1646 -8.4598
C 1.9374 -6.4421 -7.3975
O 0.6025 -6.3501 -7.9299
H 2.4867 -5.7739 -10.1182
H 2.0973 -7.4746 -10.5149
H 3.8111 -6.9379 -8.4170
H 2.6291 -8.2436 -8.3450
H 2.3055 -5.4305 -7.2100
H 1.9117 -6.9873 -6.4567